This record from OMol25 describes a cluster of 8 separate species, C14H44N2O8 in total at a distorted geometry. The level of theory is ωB97M-V/def2-TZVPD.

Values from the calculation:
* molecular weight: 368.512 g/mol
* net charge: 0
* HOMO energy: -0.3456 Ha
* 2S+1: 1
* HOMO-LUMO gap: 9.52 eV

XYZ file:
```
68
Properties=species:S:1:pos:R:3:forces:R:3
N -2.94979 2.67824 -1.66403 3.2 3.2 -2.0
C -3.81879 2.00724 -1.03403 -7.0 1.8 4.8
N -3.74779 0.71824 -1.34303 -2.8 -2.1 2.3
O -4.79979 2.60224 -0.22503 5.2 -3.4 -3.9
H -2.97679 3.67324 -1.59103 0.2 0.3 -0.1
H -2.27279 2.21624 -2.25603 -0.1 0.5 0.1
H -4.26279 0.14624 -0.67103 0.2 0.0 -0.7
H -2.99079 0.29124 -1.79403 1.1 -0.3 -0.5
C 2.16921 1.56724 -2.53603 0.2 1.5 0.5
C 2.27521 2.48624 -3.78403 2.3 -2.2 2.3
O 3.66221 2.89624 -3.87903 -0.1 0.3 -0.2
H 2.23721 2.19824 -1.57203 0.0 -1.2 -1.5
H 3.01621 0.90324 -2.64803 0.2 -0.4 0.5
H 1.27521 0.95824 -2.52803 -0.4 0.0 0.1
H 1.62121 3.28824 -3.63503 -0.5 1.6 -0.3
H 2.00021 1.92824 -4.62003 -0.5 -0.7 -1.7
H 4.31421 2.15224 -3.82103 -1.4 0.8 0.0
C 0.20021 4.45224 -1.53303 -0.7 2.0 0.8
C 1.28621 5.48724 -2.03503 -0.5 -1.5 0.2
O 2.56421 4.94424 -1.89103 1.0 0.4 1.7
H 0.55021 4.05624 -0.60903 0.7 -1.0 0.5
H -0.04379 3.70624 -2.29103 0.4 -0.1 0.2
H -0.77379 4.85824 -1.16103 0.6 0.3 -0.8
H 1.40221 6.49724 -1.61603 -1.0 -0.5 0.0
H 1.11621 5.47724 -3.07403 -0.5 1.2 -1.6
H 2.74721 4.26424 -2.51503 0.4 -0.6 -0.8
C 3.49421 0.11924 0.55497 -0.6 -0.7 2.6
C 3.40021 -1.32676 1.13297 2.2 1.5 -2.6
O 2.18321 -1.84976 0.86197 -3.0 0.5 -1.1
H 3.52721 0.18024 -0.47103 0.2 -0.4 -2.4
H 4.34821 0.63624 0.94097 0.7 0.2 0.3
H 2.63821 0.75524 0.82697 0.0 -0.5 0.3
H 3.53521 -1.37476 2.13897 0.7 0.6 3.3
H 4.17221 -2.02476 0.75497 0.1 0.7 -0.4
H 2.25421 -2.76776 0.99097 -0.4 -1.9 0.2
C -0.64079 0.86524 0.35297 -0.9 -0.1 0.0
C -0.48179 0.80324 1.83697 0.6 -1.4 -0.1
O -0.08979 -0.53476 2.22697 0.0 0.3 0.4
H -1.54579 0.23824 0.06397 1.2 1.0 0.1
H 0.24621 0.51924 -0.16503 0.2 -0.1 -0.1
H -0.74579 1.93524 0.19297 -0.5 0.1 -0.9
H -1.43079 1.01924 2.27697 -0.7 -0.2 0.6
H 0.16521 1.58624 2.21797 0.7 -0.1 0.1
H 0.76721 -0.81976 1.84397 -0.5 0.5 -0.1
C -3.65479 -4.00376 2.83197 1.0 -0.6 1.2
C -2.81379 -2.75976 2.47997 -2.2 0.6 1.0
O -1.45479 -3.00076 2.37497 0.8 -0.4 0.1
H -4.08479 -4.14176 3.84797 0.6 0.8 -0.3
H -2.98979 -4.86476 2.74497 0.0 -0.1 -0.3
H -4.48879 -4.15976 2.18897 -0.5 0.1 -0.8
H -3.01179 -1.91476 3.17897 0.1 -0.6 0.0
H -3.19279 -2.40076 1.54197 -0.2 0.2 -0.9
H -1.08079 -2.12876 2.16697 0.5 0.0 0.2
C -1.34679 -1.92676 -1.79503 1.4 0.7 -2.0
C -0.70679 -2.84476 -0.82203 -1.0 -1.7 0.3
O -1.51379 -4.07176 -0.72703 1.3 0.5 0.5
H -2.37379 -1.75376 -1.67603 -1.6 0.1 1.2
H -1.38879 -2.31476 -2.81303 0.7 -0.3 -0.2
H -0.84579 -0.93576 -1.84203 -0.1 -0.6 0.1
H -0.57479 -2.35276 0.09897 -0.8 0.6 1.7
H 0.31621 -3.12576 -0.93403 0.9 -0.2 -1.5
H -0.94979 -4.74476 -0.27703 -0.8 0.8 -0.4
C 1.40921 -3.37776 4.30797 -0.3 -0.9 0.9
O 0.45121 -4.37276 4.01697 0.9 -1.3 -0.2
H 0.95921 -2.79576 5.03997 -0.5 1.8 1.5
H 1.67621 -2.77176 3.51097 0.2 1.3 -2.0
H 2.39221 -3.63676 4.73797 -0.6 -1.3 -0.2
H -0.32879 -4.01276 3.56397 0.4 0.5 0.0
```
Positions in Å, forces in eV/Å.

Here are the natural (NBO) charges for atoms 1 to 4, given in e:
1. N -0.787
2. C 0.750
3. N -0.822
4. O -0.740

This record from OMol25 describes a cluster of 2 separate species, C12H26BF5NO2S in total. The level of theory is ωB97M-V/def2-TZVPD.

Values from the calculation:
* molecular weight: 354.214 g/mol
* net charge: -1
* HOMO energy: -0.2682 Ha
* 2S+1: 1
* HOMO-LUMO gap: 9.68 eV

XYZ file:
```
48
Properties=species:S:1:pos:R:3:forces:R:3
C 4.21468 -1.07743 0.10757 -0.2 0.2 -0.1
C 3.73838 -0.23922 -1.08794 0.1 -0.1 0.1
C 4.01895 1.27399 -0.95424 -0.2 -0.2 -0.2
C 2.75193 2.13579 -1.04418 0.2 -0.1 0.1
C 2.10564 2.33085 0.32629 0.1 0.1 -0.1
C 0.73665 3.00910 0.26517 -0.1 -0.2 -0.2
C -0.38084 2.05466 -0.17693 0.2 0.1 0.1
C -0.77874 1.13647 0.96584 -0.1 -0.1 0.0
N -1.77791 0.10092 0.58974 0.9 0.0 0.2
C -1.40627 -0.76262 -0.55704 -0.7 -0.2 -0.1
C -2.41870 -0.69384 -1.70290 0.1 0.2 0.0
C -2.01140 -1.70676 -2.76882 0.2 0.1 0.0
C -2.54847 0.69735 -2.31629 0.0 -0.1 0.2
S -2.25750 -0.77364 1.91032 -0.8 0.5 0.1
O -2.12523 0.02525 3.07046 0.2 0.2 0.0
O -3.47427 -1.40707 1.58518 0.1 -0.5 -0.3
F -1.12923 -1.85642 1.97928 0.0 0.0 0.1
H 5.11193 -0.63876 0.54701 0.1 -0.1 0.0
H 3.44893 -1.10516 0.88474 0.1 0.0 0.1
H 4.42400 -2.10481 -0.18864 0.0 0.0 0.1
H 4.21405 -0.62281 -1.99298 0.0 0.1 0.0
H 2.66557 -0.40367 -1.22435 0.0 0.0 0.0
H 4.51092 1.45024 0.00633 0.1 0.2 -0.1
H 4.71374 1.57208 -1.74156 0.1 0.0 0.1
H 2.05783 1.63918 -1.72888 0.0 0.1 -0.1
H 2.99137 3.11180 -1.47560 -0.1 0.0 0.0
H 2.78662 2.94327 0.92508 0.0 -0.1 0.0
H 2.04599 1.35994 0.82854 -0.1 0.0 0.0
H 0.79622 3.81812 -0.46932 0.0 0.1 0.1
H 0.48160 3.44589 1.23377 0.0 0.1 0.0
H -0.00890 1.49781 -1.03833 -0.2 0.0 0.0
H -1.25670 2.61986 -0.49841 0.0 0.0 -0.1
H 0.09927 0.66293 1.42103 0.1 0.0 -0.1
H -1.23752 1.74758 1.73948 0.0 0.0 0.0
H -1.39291 -1.80374 -0.23619 0.1 0.0 0.1
H -0.39408 -0.52851 -0.89387 0.0 0.1 0.0
H -3.38141 -0.96358 -1.26030 0.0 -0.1 -0.1
H -2.08750 -2.73517 -2.41483 -0.1 0.0 0.0
H -2.60421 -1.58691 -3.67660 -0.1 -0.1 0.1
H -0.96830 -1.53194 -3.05663 0.0 0.0 0.0
H -3.23511 0.66555 -3.16394 0.0 0.1 0.0
H -1.57905 1.06468 -2.66355 0.0 0.0 -0.1
H -2.93581 1.41050 -1.58842 0.0 0.0 0.0
B -3.30929 -3.84489 4.30736 0.0 -0.1 0.0
F -2.48664 -2.75993 4.68428 0.0 0.0 -0.1
F -3.17766 -4.88500 5.25412 0.0 0.0 0.0
F -4.65109 -3.42788 4.25121 0.0 0.0 0.0
F -2.89952 -4.31407 3.03792 0.0 0.0 0.0
```
Positions in Å, forces in eV/Å.

Here are the natural (NBO) charges for atoms 1 to 4, given in e:
1. C -0.605
2. C -0.400
3. C -0.398
4. C -0.390

This record from OMol25 describes a structure of composition C24H15Br2ClFeN3O5. The level of theory is ωB97M-V/def2-TZVPD.

Values from the calculation:
* molecular weight: 676.506 g/mol
* net charge: -1
* expectation value of S²: 6.0772
* HOMO energy (alpha / beta): -0.1057 / -0.2022 Ha
* 2S+1: 5
* HOMO-LUMO gap (alpha / beta): 5.23 / 7.30 eV

XYZ file:
```
51
Properties=species:S:1:pos:R:3:forces:R:3
Fe 0.37801 0.39457 0.83717 -0.2 0.3 0.0
O -1.76258 5.92191 1.52292 0.0 0.1 0.1
C -1.19275 4.69762 1.37298 0.0 -0.1 0.0
C -0.50019 4.07044 2.40879 0.0 0.2 0.0
C 0.02044 2.81914 2.16723 0.1 -0.1 0.2
N -0.13951 2.23192 0.99592 -0.1 -0.1 0.0
C -0.74148 2.83457 -0.01596 0.0 0.0 -0.2
C -1.30391 4.08237 0.12819 0.0 0.1 0.0
C -0.66561 2.00477 -1.29469 0.1 -0.1 -0.1
O -1.24375 2.41518 -2.29292 0.0 -0.1 0.0
O 0.05302 0.94976 -1.15803 -0.1 0.0 0.1
C 0.85888 1.97986 3.12884 0.0 -0.1 0.0
O 1.14315 2.45600 4.21699 0.0 -0.1 0.0
O 1.20254 0.83882 2.63928 -0.1 0.1 -0.1
H -1.60768 6.23005 2.42432 0.0 0.0 -0.1
H -0.34306 4.52324 3.38134 0.0 0.0 0.0
H -1.80033 4.55306 -0.70893 0.0 0.0 0.0
Br -5.36457 -2.81314 2.33346 0.0 0.0 0.0
C -3.79618 -1.85941 1.84719 0.0 0.0 0.0
C -3.92398 -0.52487 1.42054 0.0 0.0 0.0
C -2.75000 0.11789 1.08651 0.0 0.0 0.1
N -1.54559 -0.43957 1.15005 0.1 0.0 0.0
C -1.42642 -1.75731 1.52802 -0.1 -0.1 0.0
C -2.59080 -2.48498 1.90142 0.0 0.0 0.0
C -0.12907 -2.32360 1.46020 0.0 0.0 0.0
C 0.19195 -3.63875 1.89504 -0.1 0.0 0.0
C 1.46229 -4.09170 1.74358 0.1 0.0 0.0
Br 1.91146 -5.83775 2.33147 0.0 -0.1 0.0
C 2.46921 -3.29107 1.16669 0.0 -0.1 0.0
C 2.09416 -2.02531 0.78947 -0.1 0.1 -0.1
N 0.85931 -1.53224 0.91672 0.3 0.1 0.1
H -4.88025 -0.03032 1.35505 0.0 0.0 0.0
H -2.77853 1.15059 0.74967 0.0 0.0 0.0
H -2.52805 -3.52225 2.19623 0.0 0.0 0.0
H -0.55953 -4.26490 2.35372 0.0 0.0 0.0
H 3.47863 -3.64517 1.03117 0.0 0.0 0.0
H 2.82316 -1.35857 0.34173 0.0 0.0 0.1
Cl 1.03637 -4.19369 -2.15859 0.0 0.0 0.0
C -0.34325 -3.91928 -3.18356 0.0 0.0 0.0
C -0.63840 -4.85396 -4.15331 0.0 0.0 0.0
C -1.74773 -4.68049 -4.97600 0.0 0.0 0.0
C -2.55913 -3.55559 -4.81260 0.0 0.0 0.0
C -2.26167 -2.62230 -3.84659 0.0 0.0 0.0
C -1.13591 -2.75609 -2.98859 0.0 0.1 0.1
C -0.85198 -1.78680 -2.02242 0.0 0.0 0.0
H -0.00049 -5.72185 -4.26228 0.0 0.0 0.0
H -1.97457 -5.41800 -5.73541 0.0 0.0 0.0
H -3.42399 -3.41672 -5.44905 0.0 0.0 0.0
H -2.88118 -1.74167 -3.72086 0.0 0.0 0.0
H 0.02398 -1.84989 -1.39346 -0.1 0.0 -0.1
H -1.48921 -0.92222 -1.88732 0.1 -0.1 -0.1
```
Positions in Å, forces in eV/Å.

Here are the natural (NBO) charges for atoms 1 to 4, given in e:
1. Fe 1.247
2. O -0.658
3. C 0.338
4. C -0.309

This record from OMol25 describes the ion C5H13N2 with charge +1 at a distorted geometry. The level of theory is ωB97M-V/def2-TZVPD.

Values from the calculation:
* molecular weight: 101.173 g/mol
* net charge: +1
* HOMO energy: -0.4185 Ha
* 2S+1: 1
* HOMO-LUMO gap: 7.92 eV

XYZ file:
```
20
Properties=species:S:1:pos:R:3:forces:R:3
N -1.43638 1.92563 2.32487 0.4 -0.2 0.2
C -0.83100 1.48101 1.19073 -0.2 0.6 -1.1
C -1.11800 0.39485 0.45788 -0.6 0.1 0.7
C -0.65488 0.31475 -0.96865 1.8 -0.1 0.1
C 0.90201 0.23656 -1.07684 -0.1 -0.7 -0.2
C 1.49384 -0.93273 -0.30786 0.3 -0.2 0.3
N 0.80913 -2.24636 -0.64079 -0.9 0.4 -0.3
H -2.38424 1.64616 2.50433 0.0 0.0 0.2
H -1.13050 2.80738 2.69930 -0.2 -0.1 0.0
H -0.15735 2.19380 0.72269 0.3 0.1 0.3
H -1.85685 -0.25153 0.91578 -0.2 -0.4 -0.5
H -0.88379 1.20344 -1.54116 -0.5 0.1 -0.2
H -1.01573 -0.53259 -1.55900 -0.6 0.1 0.2
H 1.16481 0.15550 -2.13894 0.2 0.2 0.2
H 1.40753 1.09950 -0.63544 -0.2 0.1 -0.3
H 2.55226 -1.08850 -0.49029 0.1 0.1 -0.1
H 1.35279 -0.77586 0.75724 -0.1 -0.1 0.1
H -0.18928 -2.02851 -0.75610 0.1 -0.1 0.1
H 0.86919 -2.96636 0.07714 0.3 0.0 0.1
H 1.10642 -2.63615 -1.53490 0.2 0.0 0.0
```
Positions in Å, forces in eV/Å.

Here are the natural (NBO) charges for atoms 1 to 4, given in e:
1. N -0.795
2. C 0.069
3. C -0.414
4. C -0.425

Question: Which of these has the highest 2S+1?
Answer: C24H15Br2ClFeN3O5